Below is a 2-piece molecular cluster, C5H8O overall, with properties calculated with ωB97M-V/def2-TZVPD.

Results
- gap between HOMO and LUMO (eV) = 10.0
- multiplicity = 1
- energy relative to the best compared isomer or geometry (same formula, charge and spin) (kJ/mol) = 306.08

Last column: Mulliken charge in e.
Positions of all 14 atoms, in Å:
C 0.035599 -0.734593 0.083143  -0.60
C -1.025367 -0.378138 0.796316  -0.31
C -1.699615 0.268069 -0.387466  -0.43
C -0.355803 0.028658 -1.157307  -0.55
H 0.683840 -1.559811 0.296754  0.54
H -1.302057 -0.606323 1.820170  0.36
H -2.064704 1.290889 -0.287737  0.29
H -2.494007 -0.382713 -0.774177  0.20
H 0.180652 0.970154 -1.337917  0.22
H -0.372253 -0.554004 -2.082589  0.28
C 2.107990 0.384985 0.741133  -0.12
O 1.841341 1.528573 0.467449  -0.43
H 1.932045 -0.058427 1.740434  0.28
H 2.597805 -0.304936 0.023404  0.27

Atoms 1-2, force components in eV/Å:
C -0.53 -0.70 -0.02
C -0.21 -0.16 0.05


Below is one molecule with the formula C5H8O, with properties calculated with ωB97M-V/def2-TZVPD.

Results
- gap between HOMO and LUMO (eV) = 10.7
- multiplicity = 1
- energy relative to the best compared isomer or geometry (same formula, charge and spin) (kJ/mol) = 189.60

Last column: Mulliken charge in e.
Positions of all 14 atoms, in Å:
C 1.328038 0.090788 -1.724783  -0.65
C 0.944500 -0.981775 -1.049842  0.03
O 0.912175 -1.016723 0.326910  -0.37
C -0.405670 -1.148926 0.743169  -0.48
C -1.151657 -0.087779 1.022012  0.02
C -0.652393 1.325248 1.023573  -0.93
H 1.318141 0.082480 -2.807979  0.24
H 1.640917 0.996251 -1.214424  0.24
H 0.601063 -1.899718 -1.529684  0.33
H -0.770723 -2.174583 0.789127  0.44
H -2.188024 -0.262803 1.300662  0.34
H -1.222688 1.966407 0.341678  0.25
H 0.403285 1.370818 0.748002  0.23
H -0.756966 1.740315 2.031579  0.31

Atoms 1-2, force components in eV/Å:
C 0.02 -0.12 0.06
C 0.03 0.13 -0.35


Below is one molecule with the formula C5H8O, with properties calculated with ωB97M-V/def2-TZVPD.

Results
- gap between HOMO and LUMO (eV) = 11.0
- multiplicity = 1
- energy relative to the best compared isomer or geometry (same formula, charge and spin) (kJ/mol) = 218.35

Last column: Mulliken charge in e.
Positions of all 14 atoms, in Å:
O 1.487713 -0.387128 1.423926  -0.58
C 0.486501 -0.159541 0.505317  0.09
C -1.005484 -0.209252 0.817623  -0.47
C -0.876818 0.162745 -0.682213  -0.56
C 0.235041 1.155922 -0.288375  -0.43
C 0.206993 -0.934516 -0.804024  -0.36
H 2.251994 -0.013352 0.975798  0.33
H -1.365611 0.563940 1.502977  0.25
H -1.427707 -1.192749 1.044779  0.26
H -1.689967 0.346715 -1.377164  0.46
H 0.945667 1.428496 -1.081711  0.26
H -0.070056 2.041202 0.281585  0.25
H -0.130439 -1.971578 -0.708503  0.24
H 0.943666 -0.822565 -1.609082  0.24

Atoms 1-2, force components in eV/Å:
O 0.22 0.15 -0.18
C -0.09 0.11 -0.12


Below is one molecule with the formula C5H8O, with properties calculated with ωB97M-V/def2-TZVPD.

Results
- gap between HOMO and LUMO (spin up / spin down) (eV) = 7.5 / 7.5
- multiplicity = 1
- energy relative to the best compared isomer or geometry (same formula, charge and spin) (kJ/mol) = 474.78

Last column: Mulliken charge in e.
Positions of all 14 atoms, in Å:
O -1.580945 0.565026 -1.440851  -0.52
C -1.644778 0.793655 -0.143863  -0.41
C -0.772692 0.099047 0.663913  -0.07
C 1.036149 0.345609 0.626730  -0.36
C 1.336817 -0.431198 -0.583647  -0.53
C -0.016570 -1.004333 -0.167905  -0.69
H -2.426050 1.468201 0.195919  0.39
H -0.985503 0.045041 1.730019  0.42
H 1.046610 1.432655 0.598574  0.29
H 1.427288 -0.058515 1.557039  0.29
H 1.354120 0.128886 -1.521623  0.21
H 2.162977 -1.136657 -0.515266  0.28
H -1.031552 -0.325922 -1.415509  0.47
H 0.094129 -1.921493 0.416471  0.23

Atoms 1-2, force components in eV/Å:
O 0.06 -0.12 0.04
C 0.05 0.05 0.29


Below is C5H8O as an isolated structure at a distorted geometry, with properties calculated with ωB97M-V/def2-TZVPD.

Results
- gap between HOMO and LUMO (spin up / spin down) (eV) = 7.7 / 7.8
- multiplicity = 1
- energy relative to the best compared isomer or geometry (same formula, charge and spin) (kJ/mol) = 634.56

Last column: Mulliken charge in e.
Positions of all 14 atoms, in Å:
C 1.470834 -0.256700 0.665154  -0.94
C 0.884457 0.310073 -0.541099  -0.50
C -0.628221 0.104813 -0.858046  0.18
C -1.244329 -0.811509 0.202451  -0.50
O -1.145455 0.286053 1.157335  -0.31
C -1.037131 1.131366 0.078455  -0.46
H 1.383584 -1.316664 0.872228  0.30
H 2.076462 0.334535 1.345727  0.25
H 1.789218 -0.462739 -0.741856  0.27
H 1.272618 1.269663 -0.878090  0.39
H -0.897217 0.053206 -1.912719  0.40
H -0.701543 -1.693640 0.540021  0.25
H -2.297112 -1.035362 0.007519  0.27
H -0.836021 2.186878 0.218038  0.41

Atoms 1-2, force components in eV/Å:
C 0.15 0.16 1.15
C 0.97 -0.85 -0.70


Below is C5H8O as an isolated structure at a distorted geometry, with properties calculated with ωB97M-V/def2-TZVPD.

Results
- gap between HOMO and LUMO (eV) = 10.3
- multiplicity = 1
- energy relative to the best compared isomer or geometry (same formula, charge and spin) (kJ/mol) = 224.62

Last column: Mulliken charge in e.
Positions of all 14 atoms, in Å:
C -1.791563 -0.104808 0.404886  -1.36
C -0.347010 0.197562 0.193242  0.92
C 0.303130 1.049252 -0.837372  -0.71
C 0.710375 -0.401081 -0.679912  -0.27
C 1.528025 -0.545584 0.567035  -0.44
O 0.518596 0.145357 1.341401  -0.46
H -1.895899 -1.068180 0.912878  0.29
H -2.264099 0.668245 1.019423  0.34
H -2.312268 -0.147425 -0.556781  0.32
H 0.947673 1.874466 -0.529451  0.25
H -0.098417 1.076106 -1.836198  0.26
H 0.562480 -1.131792 -1.470269  0.37
H 2.496011 -0.029704 0.578431  0.25
H 1.642971 -1.582411 0.892691  0.25

Atoms 1-2, force components in eV/Å:
C 0.01 0.00 0.00
C -0.27 -0.01 -0.14


Below is one molecule with the formula C5H8O at a distorted geometry, with properties calculated with ωB97M-V/def2-TZVPD.

Results
- gap between HOMO and LUMO (eV) = 9.2
- multiplicity = 1
- energy relative to the best compared isomer or geometry (same formula, charge and spin) (kJ/mol) = 127.78

Last column: Mulliken charge in e.
Positions of all 14 atoms, in Å:
C -0.032495 -1.892716 0.231790  -1.07
C -0.190363 -0.629041 -0.601201  -0.51
C 0.255979 0.628550 0.096098  0.42
C -0.707528 1.775518 0.163533  -1.35
C 1.554230 0.796019 0.192535  0.43
O 2.682977 1.008245 0.452537  -0.45
H -0.668215 -1.852325 1.123130  0.30
H -0.328454 -2.770495 -0.351712  0.32
H 1.002798 -2.040080 0.555017  0.31
H 0.541657 -0.695779 -1.467406  0.26
H -1.230657 -0.547522 -0.937845  0.34
H -0.406986 2.494267 0.933243  0.37
H -1.716741 1.429191 0.408981  0.36
H -0.756200 2.296170 -0.798699  0.27

Atoms 1-2, force components in eV/Å:
C -0.21 -0.27 0.15
C 1.43 -0.65 -0.98


Below is one molecule with the formula C5H8O2 at a distorted geometry, with properties calculated with ωB97M-V/def2-TZVPD.

Results
- gap between HOMO and LUMO (eV) = 10.9
- multiplicity = 1
- energy relative to the best compared isomer or geometry (same formula, charge and spin) (kJ/mol) = 408.83

Last column: Mulliken charge in e.
Positions of all 15 atoms, in Å:
C 2.593182 -0.624683 0.497484  0.09
C 1.471153 -0.221343 0.378446  -1.18
C 0.086203 0.230363 0.220114  1.27
C -0.118835 0.784895 -1.196279  -1.34
O -0.271700 1.216415 1.192521  -0.55
C -0.741040 -1.020368 0.520009  -0.63
O -2.184862 -0.982904 -0.024070  -0.51
H 3.566654 -1.029035 0.530517  0.48
H 0.116537 0.021160 -1.933166  0.38
H -1.158070 1.080979 -1.325464  0.29
H 0.521208 1.651535 -1.357497  0.40
H 0.341367 1.956648 1.120742  0.36
H -0.763293 -1.198738 1.599338  0.37
H -0.926382 -1.765176 -0.380394  0.29
H -2.532122 -0.099748 0.157699  0.28

Atoms 1-2, force components in eV/Å:
C -0.37 0.05 -0.19
C 0.45 0.12 0.19


Below is C5H8O2 as an isolated structure, with properties calculated with ωB97M-V/def2-TZVPD.

Results
- gap between HOMO and LUMO (eV) = 8.9
- multiplicity = 1
- energy relative to the best compared isomer or geometry (same formula, charge and spin) (kJ/mol) = 430.58

Last column: Mulliken charge in e.
Positions of all 15 atoms, in Å:
C 1.119458 -1.499771 -1.392617  -1.25
C 0.818167 -0.896550 -0.023843  -0.26
C -0.165786 0.265917 -0.090659  -0.64
C -0.439393 0.878871 1.261339  0.74
O 0.002884 0.471892 2.314508  -0.53
C -1.345523 2.090960 1.271304  -0.64
O -2.560648 1.897244 0.822294  -0.33
H 0.212953 -1.891648 -1.868476  0.32
H 1.830629 -2.327196 -1.301683  0.35
H 1.556958 -0.756192 -2.069143  0.32
H 1.744956 -0.543319 0.442677  0.30
H 0.417402 -1.661808 0.649595  0.30
H 0.197956 1.060561 -0.759243  0.34
H -1.137682 -0.038805 -0.508399  0.28
H -2.252331 2.949844 1.252347  0.69

Atoms 1-2, force components in eV/Å:
C 0.00 -0.02 -0.06
C 0.03 -0.01 0.09


Below is C5H8O2 as an isolated structure, with properties calculated with ωB97M-V/def2-TZVPD.

Results
- gap between HOMO and LUMO (spin up / spin down) (eV) = 8.4 / 8.0
- multiplicity = 1
- energy relative to the best compared isomer or geometry (same formula, charge and spin) (kJ/mol) = 539.86

Last column: Mulliken charge in e.
Positions of all 15 atoms, in Å:
O 2.086386 -1.304650 -0.054933  -0.48
C 1.498656 -0.255149 0.601963  -0.11
C 1.309313 0.978446 0.120642  -0.74
C -1.217088 0.852933 -0.698150  -0.34
C -1.594085 0.015090 0.522964  -0.27
C -0.982010 -1.065331 -0.273601  -0.25
O -0.886934 -0.323489 -1.360327  -0.26
H 2.340342 -1.002752 -0.937039  0.31
H 1.269158 -0.525696 1.628962  0.39
H 0.932752 1.773874 0.749515  0.33
H 1.567483 1.244480 -0.901429  0.24
H -1.896515 1.496377 -1.257714  0.25
H -1.231569 0.228481 1.529278  0.23
H -2.687205 -0.079751 0.515711  0.25
H -0.508677 -2.032869 -0.185843  0.45

Atoms 1-2, force components in eV/Å:
O 0.05 0.11 -0.25
C 0.00 0.34 0.16


Below is one molecule with the formula C5H8O2, with properties calculated with ωB97M-V/def2-TZVPD.

Results
- gap between HOMO and LUMO (eV) = 9.5
- multiplicity = 1
- energy relative to the best compared isomer or geometry (same formula, charge and spin) (kJ/mol) = 372.63

Last column: Mulliken charge in e.
Positions of all 15 atoms, in Å:
C -1.952436 -0.068165 -0.082877  -1.01
C -0.643287 0.380039 -0.664208  0.64
C -0.232576 1.640384 -0.777583  -0.88
C 1.951128 -0.146431 0.396396  -0.40
O 2.075875 -0.350271 1.690656  -0.34
C 0.975999 -1.193967 -0.108474  -0.01
O 0.150733 -0.660967 -1.126713  -0.36
H -2.556965 -0.568402 -0.848327  0.26
H -2.516367 0.776111 0.323446  0.34
H -1.786391 -0.793358 0.723734  0.26
H 0.734222 1.866918 -1.214790  0.34
H -0.862776 2.460040 -0.442843  0.26
H 2.710322 0.302787 2.021488  0.42
H 1.579490 -1.982918 -0.580259  0.29
H 0.373029 -1.661801 0.690353  0.18

Atoms 1-2, force components in eV/Å:
C -0.01 0.00 0.02
C -0.13 0.32 0.07


Below is a 2-piece molecular cluster, C5H8O2 overall, with properties calculated with ωB97M-V/def2-TZVPD.

Results
- gap between HOMO and LUMO (eV) = 9.3
- multiplicity = 1
- energy relative to the best compared isomer or geometry (same formula, charge and spin) (kJ/mol) = 615.26

Last column: Mulliken charge in e.
Positions of all 15 atoms, in Å:
C -1.924461 -0.128424 -0.980230  -1.32
C -0.889657 -0.826959 -0.143728  0.16
O 0.341711 -1.169981 -0.796250  -0.52
C 0.383655 -0.189034 0.190715  0.37
C 1.220049 -0.174602 1.461604  -0.41
O 1.304658 1.264750 1.309366  -0.31
C 0.754608 1.283355 0.061012  -0.14
H -2.680780 0.334227 -0.337798  0.30
H -1.458679 0.654996 -1.584868  0.35
H -2.426031 -0.838657 -1.645418  0.36
H -1.251456 -1.609973 0.525792  0.41
H 0.777156 -0.465634 2.418954  0.29
H 2.211747 -0.624186 1.322490  0.25
H 2.102204 0.888328 -0.916679  0.02
H 1.535276 1.601793 -0.884960  0.17

Atoms 1-2, force components in eV/Å:
C 0.02 0.02 -0.03
C -0.26 0.02 0.07


What did the second record say?
Below is one molecule with the formula C5H8O, with properties calculated with ωB97M-V/def2-TZVPD.

Results
- gap between HOMO and LUMO (eV) = 10.7
- multiplicity = 1
- energy relative to the best compared isomer or geometry (same formula, charge and spin) (kJ/mol) = 189.60

Last column: Mulliken charge in e.
Positions of all 14 atoms, in Å:
C 1.328038 0.090788 -1.724783  -0.65
C 0.944500 -0.981775 -1.049842  0.03
O 0.912175 -1.016723 0.326910  -0.37
C -0.405670 -1.148926 0.743169  -0.48
C -1.151657 -0.087779 1.022012  0.02
C -0.652393 1.325248 1.023573  -0.93
H 1.318141 0.082480 -2.807979  0.24
H 1.640917 0.996251 -1.214424  0.24
H 0.601063 -1.899718 -1.529684  0.33
H -0.770723 -2.174583 0.789127  0.44
H -2.188024 -0.262803 1.300662  0.34
H -1.222688 1.966407 0.341678  0.25
H 0.403285 1.370818 0.748002  0.23
H -0.756966 1.740315 2.031579  0.31

Atoms 1-2, force components in eV/Å:
C 0.02 -0.12 0.06
C 0.03 0.13 -0.35